1.
This record from the Open Molecules 2025 dataset describes 14 unconnected molecules or ions with the total composition C49H76ClN3O41PS. The level of theory is wB97M-V/def2-TZVPD.

Properties
HOMO energy (eV): -11.48
Charge: +1

Positions of all 172 atoms, in Å:
H  -0.81  -4.73  17.47
C  5.94  5.20  -1.74
H  -0.97  -6.58  2.92
H  -6.36  -0.54  -1.28
O  -7.07  7.89  -8.19
H  2.83  3.95  -2.08
H  12.33  7.83  -0.66
C  0.16  -6.69  17.39
H  -3.31  -1.36  0.95
C  6.76  6.90  -0.50
O  -4.46  2.58  -5.63
C  -6.34  -0.39  -0.20
H  11.64  7.77  -2.30
C  0.18  -5.18  17.56
O  -3.14  -6.76  12.25
H  4.70  7.59  -0.16
C  0.55  -0.29  -0.23
O  10.62  4.44  0.08
O  9.28  5.00  -5.16
H  -3.17  -6.43  -6.65
H  7.42  6.96  0.37
H  -1.78  -1.36  -1.67
O  12.57  5.03  -0.88
O  4.86  5.83  -1.24
C  -0.87  -6.84  12.59
C  -5.05  -4.80  7.22
N  -1.49  -3.20  1.21
O  7.08  5.71  -1.23
O  -3.53  -0.28  -1.60
H  -2.10  4.69  -6.22
H  0.54  -0.16  -1.31
C  12.94  6.07  -1.80
O  1.72  3.73  -3.80
C  2.89  3.41  -3.03
N  1.89  0.06  0.23
O  -3.20  -8.12  10.46
H  -2.66  -1.09  3.34
H  -3.22  -2.25  -1.20
H  -0.88  -0.01  2.28
H  9.34  4.53  -2.41
O  0.27  -4.04  -7.23
C  -5.04  3.60  -6.28
H  -2.55  2.31  -6.37
C  -7.01  8.95  -7.36
C  -8.00  -1.66  0.71
N  -1.74  -1.51  3.47
C  -3.10  -4.24  -6.72
H  -0.44  -5.97  12.09
C  -1.19  -1.77  1.02
O  5.91  4.32  -2.54
C  -2.45  1.92  -1.50
H  0.66  -4.84  18.48
C  -0.85  -4.35  -6.98
H  -2.12  2.74  -2.14
C  -6.05  -3.98  -4.26
H  -5.02  -5.34  -2.06
H  -3.57  -4.28  -7.71
C  -3.05  2.82  -5.55
H  -0.13  0.46  0.17
C  8.68  3.94  -4.39
H  7.67  4.22  -4.11
O  -7.52  10.01  -7.56
H  -5.21  7.00  -8.26
H  -2.39  -7.21  14.11
H  10.49  4.05  -9.29
O  10.87  4.31  -3.78
C  -2.18  -6.53  13.29
H  -2.66  2.46  -4.61
O  -5.90  -3.75  -5.42
C  -6.16  6.89  -7.72
H  -1.61  1.68  -0.85
H  9.36  3.59  -10.58
O  -1.27  -5.63  -6.79
H  5.16  6.14  0.77
C  -2.69  -1.30  -1.08
H  -3.62  1.07  -3.07
O  -1.29  -7.78  11.59
H  3.78  3.71  -3.56
H  -4.11  -3.04  4.40
C  7.70  2.95  -8.41
H  2.56  -0.67  0.02
H  -5.04  7.05  -5.84
H  0.19  -1.37  2.67
O  -8.59  -2.64  1.04
C  10.59  5.08  -4.85
H  -3.38  -3.04  2.07
O  -5.02  -5.19  8.50
C  -2.88  0.74  -2.35
H  -6.35  -6.75  8.73
H  -5.83  -3.19  -1.25
H  -6.71  -5.83  -1.81
H  6.92  7.76  -1.15
O  -6.05  -3.04  -3.29
C  0.05  -1.71  0.11
H  1.92  0.20  1.24
O  -6.17  3.64  -6.64
H  -3.82  -7.31  7.10
H  -2.27  -5.50  13.63
H  8.25  5.65  -9.90
C  0.80  2.77  -3.61
C  9.45  3.84  -9.53
H  12.80  5.70  -2.82
H  -5.35  -0.07  0.10
O  10.84  6.43  -0.94
Cl  -2.78  -5.85  0.45
H  3.21  1.36  -3.68
O  7.32  4.21  -8.74
C  -6.02  7.24  -6.25
H  -1.39  -1.15  4.36
H  0.85  -2.26  0.61
H  3.10  1.52  -1.91
C  -2.98  4.33  -5.69
H  8.85  5.49  -8.23
H  -6.78  6.74  -5.64
O  6.99  2.15  -7.89
O  -6.28  8.65  -6.25
O  -8.52  -0.44  0.52
O  1.32  1.73  -2.94
O  8.99  2.74  -8.74
O  -6.21  -5.22  -3.72
O  11.38  5.76  -5.43
O  -1.88  -3.49  -6.82
P  -2.77  -5.37  2.44
C  -0.82  -1.10  2.35
H  9.76  2.85  -2.81
C  2.75  1.91  -2.86
H  8.66  3.03  -5.00
C  -2.41  -1.05  0.41
H  -0.77  -7.16  17.70
C  -2.60  -5.60  -6.26
C  -6.40  -3.66  -2.04
H  1.00  -7.18  17.88
H  -7.80  1.24  -0.43
O  -5.09  -5.85  6.39
C  -5.29  -6.61  8.55
O  -4.16  4.61  -6.47
H  -4.69  -7.07  9.34
O  -6.66  -1.64  0.44
O  -0.34  2.85  -3.98
H  -6.57  5.90  -7.89
S  -2.97  -3.33  5.05
C  11.29  5.22  -0.51
H  -7.23  0.99  1.24
C  8.49  4.95  -9.11
H  -3.28  2.25  -0.88
O  -1.19  -5.64  2.85
H  -0.94  -3.41  3.84
H  -0.19  -2.27  -0.79
H  -3.06  4.84  -4.73
H  -2.54  -5.67  -5.17
C  5.30  6.68  -0.16
O  -5.04  -3.66  6.86
C  0.92  -5.72  15.49
C  11.96  7.17  -1.45
H  -7.47  -3.52  -1.86
C  -7.47  0.50  0.29
O  1.34  -5.61  14.38
H  -2.03  0.32  -2.91
O  0.97  -4.76  16.44
C  -1.93  -3.01  3.62
H  -0.11  -7.29  13.23
H  13.98  6.33  -1.64
H  -2.33  0.03  0.57
O  0.31  -6.83  15.97
C  -2.59  -7.60  11.35
H  -5.48  -7.85  6.75
H  -0.62  -3.69  1.39
H  -3.77  -3.76  -6.02
C  -2.42  -3.52  2.27
C  -4.88  -7.05  7.16
C  9.63  3.85  -3.22
C  -6.05  -5.12  -2.30

---

2.
This record from the Open Molecules 2025 dataset describes 3 unconnected molecules or ions with the total composition C10H17O2S. The level of theory is wB97M-V/def2-TZVPD.

Properties
HOMO energy (alpha / beta) (eV): -2.84 / -2.84
Charge: -1
Energy relative to the best compared isomer or geometry (same formula, charge and spin) (kJ/mol): 311.0

Positions of all 30 atoms, in Å:
H  -0.96  -0.60  -2.07
O  6.33  -0.76  -0.82
C  -1.92  -0.18  -1.69
S  5.76  -0.08  0.33
H  0.34  0.90  1.75
O  5.49  1.37  0.18
H  -1.66  2.28  -0.03
H  -3.82  -0.57  0.38
C  0.31  1.41  -0.66
C  -0.63  0.88  1.51
H  -2.38  0.60  -2.32
H  1.40  -2.03  1.65
C  -0.95  -0.51  0.86
H  0.20  -3.00  0.60
C  0.98  -2.21  0.56
C  0.34  -0.96  0.16
C  -3.24  0.45  0.17
H  -1.52  -1.10  1.59
H  -1.35  1.04  2.26
H  -3.44  1.20  1.05
C  0.90  0.01  -0.58
C  -0.97  1.48  0.14
C  -1.75  0.21  -0.21
H  -2.60  -0.93  -1.84
H  -3.85  0.98  -0.58
H  1.81  -0.04  -1.16
H  3.90  -1.04  0.82
H  1.90  -2.57  -0.01
H  0.23  1.79  -1.75
H  1.16  1.98  -0.31

---

3.
This record from the Open Molecules 2025 dataset describes a molecular structure, C15H20N2O2Zr. The level of theory is wB97M-V/def2-TZVPD.

Properties
HOMO energy (eV): -16.10
Charge: +2
Energy relative to the best compared isomer or geometry (same formula, charge and spin) (kJ/mol): 216.7

Positions of all 40 atoms, in Å:
H  1.08  -4.96  0.52
N  0.79  0.80  -1.21
C  1.75  -0.11  -1.59
C  1.62  -1.48  -1.11
H  -2.65  1.93  0.92
H  3.15  -4.51  -0.88
C  0.94  2.12  -1.49
C  0.53  0.68  1.87
C  -1.74  2.00  0.30
H  -4.52  2.14  0.31
N  0.50  -1.77  -0.37
H  -5.25  -0.03  1.22
H  -2.07  2.25  -0.73
H  3.85  1.99  -3.25
C  1.25  -3.99  0.05
Zr  -0.76  0.08  0.24
H  2.11  3.64  -2.45
H  3.59  -0.42  -2.65
C  -4.41  -0.03  0.51
C  1.43  0.24  3.96
H  -1.13  2.85  0.65
O  1.46  0.98  2.70
H  1.50  -0.84  3.78
C  -4.52  1.24  -0.32
C  0.32  -2.97  0.22
C  2.99  1.66  -2.67
H  -5.48  1.23  -0.85
C  2.40  -3.74  -0.73
H  0.16  2.78  -1.12
H  2.32  0.60  4.48
H  -3.49  -0.14  1.12
H  3.47  -2.25  -1.90
H  -4.52  -0.92  -0.12
H  -3.75  1.37  -1.08
H  0.54  0.51  4.53
C  2.03  2.58  -2.23
O  -0.35  -0.25  2.20
H  -0.59  -3.08  0.81
C  2.85  0.32  -2.34
C  2.58  -2.49  -1.31

---

no.,energy (eV)
1,-173106.591
2,-25572.445
3,-24219.232